The following is a DFT calculation (ωB97M-V with the def2-TZVPD basis set) of a 2-piece molecular cluster, C7H17NO overall.

ORCA input file:
```
! RIJCOSX wB97M-V def2-TZVPD def2/J DEFGRID3
* xyz 0 1
H -2.636 0.998 -1.665
N -1.635 0.859 -1.787
C -1.273 -0.335 -1.976
C 0.158 -0.669 -2.250
C 0.503 -2.123 -1.949
H -1.966 -1.190 -1.988
H 0.337 -0.462 -3.308
H 0.802 -0.001 -1.677
H 0.370 -2.337 -0.891
H -0.132 -2.802 -2.518
H 1.540 -2.323 -2.208
C 0.172 1.909 0.535
C 0.484 0.647 1.315
C 0.793 0.976 2.778
C -0.750 -0.378 1.305
O 1.606 0.043 0.698
H -0.287 1.667 -0.437
H 1.087 2.462 0.355
H -0.533 2.533 1.078
H -0.060 1.462 3.244
H 1.018 0.069 3.337
H 1.652 1.643 2.836
H -1.614 0.120 1.737
H -0.999 -0.781 0.327
H -0.475 -1.235 1.922
H 1.837 -0.755 1.186
*
```

Calculated values
E (hartree): -406.88049
HOMO (hartree): -0.352
Energy above the lowest of the compared OMol25 structures with the same formula, charge and spin (kcal per mole): 31.3
SMILES string: [H]/N=C/CC.CC(C)(C)O
LUMO level (eV): 0.91